Molecular formula: C63H146N8O11
Method: DFT, wB97M-V/def2-TZVPD

Last column: Mulliken charge in e.
Element x y z (Å)
C (-7.781, -1.289, -5.477)  -1.528
C (-8.420, -2.691, -5.433)  1.519
C (-9.995, -2.635, -5.729)  -1.728
C (-7.973, -3.492, -6.654)  -1.478
C (-6.511, -4.041, -6.667)  -0.690
C (-6.385, -4.982, -5.479)  -1.289
C (-6.766, -4.282, -4.116)  1.561
C (-7.005, -5.474, -3.114)  -1.629
C (-5.617, -3.398, -3.703)  -1.773
N (-8.043, -3.503, -4.260)  0.197
O (-8.509, -3.008, -3.074)  -0.439
H (-7.413, -1.012, -6.465)  0.288
H (-8.519, -0.528, -5.221)  0.414
H (-6.906, -1.191, -4.834)  0.315
H (-10.306, -2.064, -6.604)  0.345
H (-10.451, -3.622, -5.798)  0.412
H (-10.385, -2.121, -4.851)  0.444
H (-8.610, -4.375, -6.708)  0.415
H (-8.113, -2.802, -7.486)  0.547
H (-6.306, -4.651, -7.546)  0.379
H (-5.770, -3.241, -6.650)  0.289
H (-5.313, -5.169, -5.408)  0.376
H (-6.796, -5.986, -5.590)  0.415
H (-7.685, -5.246, -2.293)  0.341
H (-6.022, -5.753, -2.735)  0.394
H (-7.316, -6.397, -3.605)  0.349
H (-5.330, -2.632, -4.424)  0.318
H (-4.816, -4.006, -3.283)  0.459
H (-5.984, -2.875, -2.820)  0.418
H (-7.939, -2.283, -2.807)  0.358
C (4.420, 4.595, -6.735)  -1.446
C (5.910, 5.086, -6.617)  1.643
C (6.829, 4.090, -7.334)  -1.863
C (6.212, 6.300, -7.441)  -1.460
C (5.731, 7.578, -6.859)  -0.709
C (6.267, 7.735, -5.435)  -1.344
C (5.995, 6.566, -4.502)  1.864
C (6.883, 6.710, -3.299)  -2.008
C (4.535, 6.665, -3.959)  -1.872
N (6.353, 5.252, -5.201)  0.018
O (6.204, 4.104, -4.391)  -0.432
H (3.960, 4.863, -7.686)  0.292
H (4.533, 3.524, -6.566)  0.446
H (3.738, 4.954, -5.964)  0.303
H (6.658, 3.130, -6.847)  0.422
H (6.412, 3.929, -8.329)  0.416
H (7.905, 4.249, -7.405)  0.405
H (7.259, 6.458, -7.702)  0.421
H (5.731, 6.196, -8.414)  0.473
H (6.034, 8.382, -7.529)  0.390
H (4.641, 7.567, -6.856)  0.288
H (5.794, 8.587, -4.948)  0.437
H (7.331, 7.946, -5.327)  0.442
H (6.803, 7.718, -2.891)  0.414
H (7.943, 6.605, -3.531)  0.461
H (6.627, 6.128, -2.413)  0.364
H (3.684, 6.758, -4.635)  0.339
H (4.420, 7.573, -3.367)  0.460
H (4.309, 5.867, -3.252)  0.464
H (5.263, 4.076, -4.201)  0.371
C (-5.589, 6.623, -4.110)  -1.953
C (-6.346, 6.241, -2.822)  1.387
C (-6.721, 7.545, -2.091)  -1.503
C (-7.614, 5.527, -3.379)  -1.135
C (-8.418, 4.753, -2.350)  -0.739
C (-7.480, 3.778, -1.642)  -1.375
C (-6.118, 4.298, -1.100)  1.725
C (-6.280, 5.052, 0.238)  -1.573
C (-5.248, 3.048, -0.875)  -2.023
N (-5.546, 5.229, -2.087)  0.229
O (-4.278, 5.591, -1.665)  -0.424
H (-4.703, 7.140, -3.740)  0.433
H (-5.220, 5.765, -4.672)  0.406
H (-6.167, 7.253, -4.787)  0.393
H (-5.913, 7.973, -1.498)  0.296
H (-6.994, 8.293, -2.835)  0.448
H (-7.471, 7.246, -1.359)  0.361
H (-8.281, 6.334, -3.681)  0.399
H (-7.303, 4.873, -4.195)  0.404
H (-8.805, 5.503, -1.660)  0.316
H (-9.284, 4.243, -2.771)  0.378
H (-7.391, 2.922, -2.311)  0.457
H (-7.954, 3.318, -0.775)  0.479
H (-5.450, 5.731, 0.429)  0.315
H (-6.445, 4.301, 1.011)  0.424
H (-7.048, 5.826, 0.219)  0.308
H (-5.678, 2.323, -0.184)  0.401
H (-4.289, 3.231, -0.390)  0.413
H (-4.946, 2.424, -1.716)  0.409
H (-4.437, 6.332, -1.076)  0.330
C (0.488, -10.406, 8.335)  -1.892
C (0.231, -10.289, 6.797)  1.194
C (1.562, -10.083, 5.947)  -1.717
C (-0.428, -11.561, 6.269)  -0.966
C (-1.088, -11.404, 4.951)  -0.763
C (-2.074, -10.312, 4.933)  -0.930
C (-1.491, -8.958, 5.334)  1.200
C (-0.738, -8.259, 4.204)  -1.640
C (-2.742, -8.059, 5.616)  -1.872
N (-0.631, -9.124, 6.550)  0.533
O (-0.238, -7.985, 7.258)  -0.463
H (1.209, -9.675, 8.702)  0.361
H (-0.476, -10.481, 8.838)  0.451
H (1.031, -11.339, 8.489)  0.445
H (1.542, -9.986, 4.861)  0.277
H (2.124, -9.225, 6.314)  0.401
H (2.267, -10.851, 6.263)  0.466
H (0.358, -12.301, 6.117)  0.394
H (-1.199, -11.830, 6.992)  0.382
H (-0.338, -11.104, 4.219)  0.348
H (-1.564, -12.361, 4.735)  0.325
H (-2.839, -10.549, 5.672)  0.403
H (-2.462, -10.363, 3.916)  0.400
H (0.125, -8.842, 3.882)  0.286
H (-0.448, -7.247, 4.486)  0.394
H (-1.308, -8.157, 3.281)  0.401
H (-2.465, -7.011, 5.726)  0.395
H (-3.373, -8.413, 6.432)  0.435
H (-3.358, -8.151, 4.722)  0.413
H (-0.867, -8.044, 7.981)  0.339
C (6.915, -3.716, 7.547)  -1.889
C (5.504, -3.137, 7.818)  1.597
C (4.646, -3.951, 8.793)  -1.650
C (5.769, -1.671, 8.383)  -1.219
C (4.515, -0.714, 8.315)  -0.718
C (4.066, -0.641, 6.848)  -1.173
C (3.712, -2.070, 6.173)  1.618
C (2.353, -2.562, 6.755)  -1.560
C (3.575, -1.752, 4.648)  -1.964
N (4.841, -3.027, 6.420)  0.025
O (4.634, -4.197, 5.659)  -0.427
H (7.492, -3.680, 8.471)  0.414
H (6.888, -4.762, 7.244)  0.368
H (7.450, -3.082, 6.839)  0.438
H (3.782, -3.483, 9.265)  0.322
H (4.244, -4.886, 8.402)  0.348
H (5.297, -4.235, 9.620)  0.450
H (6.014, -1.759, 9.441)  0.436
H (6.617, -1.180, 7.905)  0.423
H (3.678, -1.148, 8.862)  0.311
H (4.774, 0.222, 8.811)  0.404
H (5.008, -0.247, 6.468)  0.252
H (3.328, 0.135, 6.648)  0.567
H (2.158, -3.539, 6.314)  0.430
H (1.514, -1.876, 6.630)  0.365
H (2.399, -2.790, 7.820)  0.261
H (3.270, -2.632, 4.081)  0.385
H (4.539, -1.491, 4.209)  0.425
H (2.917, -0.921, 4.393)  0.394
H (4.050, -4.702, 6.229)  0.365
C (-1.777, 4.362, 4.694)  -0.677
O (-1.835, 5.838, 4.632)  -0.346
C (-1.514, 6.360, 3.395)  -0.712
C (-1.854, 7.876, 3.289)  0.443
C (-3.137, 8.235, 4.123)  -1.253
N (-2.075, 8.305, 1.922)  -0.616
H (-0.790, 4.002, 4.404)  0.255
H (-2.537, 4.128, 3.949)  0.300
H (-2.154, 3.965, 5.637)  0.260
H (-0.453, 6.225, 3.188)  0.381
H (-1.988, 5.763, 2.617)  0.383
H (-1.002, 8.360, 3.767)  0.150
H (-3.024, 8.038, 5.190)  0.313
H (-3.909, 7.546, 3.780)  0.256
H (-3.413, 9.283, 4.010)  0.395
H (-1.269, 8.008, 1.390)  0.227
H (-2.106, 9.311, 2.001)  0.253
C (-1.256, -1.588, 0.564)  -0.842
O (-0.278, -0.563, 0.557)  -0.276
C (0.076, -0.161, -0.714)  -0.539
C (1.317, 0.720, -0.620)  0.383
C (1.100, 2.053, 0.105)  -1.347
N (1.774, 1.066, -1.955)  -0.652
H (-0.869, -2.478, 0.067)  0.334
H (-2.284, -1.363, 0.279)  0.289
H (-1.495, -2.005, 1.542)  0.290
H (0.153, -1.020, -1.380)  0.419
H (-0.774, 0.408, -1.091)  0.253
H (2.189, 0.304, -0.116)  0.312
H (0.672, 1.971, 1.104)  0.332
H (0.426, 2.633, -0.525)  0.261
H (2.036, 2.613, 0.124)  0.346
H (0.977, 1.411, -2.471)  0.205
H (2.058, 0.265, -2.501)  0.236
C (4.688, 6.863, 3.596)  -0.814
O (5.674, 5.902, 3.180)  -0.227
C (6.251, 5.204, 4.248)  -0.722
C (7.221, 4.247, 3.561)  0.493
C (6.604, 3.362, 2.506)  -1.455
N (7.667, 3.319, 4.572)  -0.746
H (4.275, 7.365, 2.721)  0.249
H (4.998, 7.610, 4.327)  0.296
H (3.837, 6.361, 4.056)  0.324
H (6.708, 5.883, 4.968)  0.399
H (5.508, 4.608, 4.778)  0.257
H (8.099, 4.759, 3.167)  0.320
H (7.247, 2.534, 2.209)  0.413
H (6.279, 3.974, 1.664)  0.321
H (5.692, 2.909, 2.895)  0.349
H (7.000, 2.562, 4.619)  0.245
H (8.458, 2.942, 4.071)  0.298
C (4.204, -1.971, -7.985)  -0.868
C (4.184, -2.117, -6.464)  -0.321
O (2.881, -2.214, -5.906)  -0.478
H (3.886, -2.954, -8.334)  0.265
H (5.193, -1.721, -8.369)  0.322
H (3.454, -1.254, -8.320)  0.242
H (4.600, -1.188, -6.075)  0.240
H (4.938, -2.801, -6.074)  0.322
H (2.599, -3.129, -5.978)  0.274
C (3.554, -6.996, -0.715)  -1.039
C (2.804, -6.318, -1.861)  -0.115
O (2.838, -7.330, -2.899)  -0.529
H (3.517, -6.243, 0.073)  0.315
H (4.592, -7.197, -0.978)  0.303
H (3.105, -7.939, -0.403)  0.284
H (3.273, -5.460, -2.342)  0.306
H (1.757, -6.261, -1.563)  0.204
H (2.590, -6.955, -3.747)  0.272
C (-1.379, 0.541, -6.524)  -1.071
C (-2.080, 1.803, -6.010)  -0.177
O (-1.516, 2.351, -4.916)  -0.475
H (-2.067, -0.057, -7.122)  0.310
H (-0.970, -0.100, -5.743)  0.276
H (-0.469, 0.662, -7.113)  0.312
H (-3.146, 1.748, -5.790)  0.293
H (-2.109, 2.541, -6.812)  0.252
H (-2.171, 2.986, -4.616)  0.280

Atoms 1-2, force components in eV/Å:
-0.29 0.31 0.15
0.19 -1.10 -1.42

The total energy is -102127.5166 eV. The HOMO energy is -0.2898 Ha. Its molar mass is 1191.91 Da.